The following is a quantum chemistry calculation of a single C4H6O2 molecule, from the OMol25 dataset.

Positions of all 12 atoms, in Å:
H -0.0744 -1.2367 1.0171
C 2.0674 0.1602 0.0926
C -0.1319 -0.5632 0.1678
O 2.1089 0.3077 1.2840
C -0.9590 0.6730 0.2797
H -0.5505 1.5536 -0.2074
O 1.0642 -0.4234 -0.5872
C -1.3872 -0.4580 -0.6239
H -2.2390 -1.0726 -0.3456
H -1.2689 -0.3073 -1.6914
H 2.8528 0.5015 -0.5970
H -1.4824 0.8652 1.2112

Values from the calculation:
- HOMO level (eV) = -10.678
- net charge = 0
- F_max (eV/A) = 0.5
- energy above the lowest of the compared OMol25 structures with the same formula, charge and spin (kcal per mole) = 30.0
- SMILES = O=COC1CC1
- spin multiplicity = 1